# 1
Molecular formula: C31H48NO2PPt
Method: DFT, ωB97M-V/def2-TZVPD

```
84
Properties=species:S:1:pos:R:3:forces:R:3:lowdin_charge:R:1
Pt 0.858698 -0.099083 1.199595 -0.3 -0.2 0.0 1.0086
C -4.662660 -1.488858 4.033274 0.0 0.0 0.0 -0.0611
C -3.384644 -2.112456 3.466013 0.0 0.0 0.0 -0.3712
C -2.504184 -2.662125 4.589339 0.0 0.0 0.0 -0.0487
C -2.649287 -1.111339 2.606213 0.1 0.1 0.1 -0.1749
C -2.089629 0.031896 3.168405 0.0 -0.1 0.0 0.0096
C -1.452346 0.986440 2.402962 0.0 0.0 -0.1 -0.1725
C -0.990928 2.262193 3.070245 0.0 0.0 0.0 -0.3792
C -0.151131 1.986778 4.317598 0.0 0.0 0.0 -0.0630
C -2.189978 3.152170 3.410678 0.0 0.0 0.0 -0.0379
C -1.352420 0.812032 0.985960 0.4 0.0 0.0 -0.2331
C -1.929337 -0.357216 0.414837 -0.2 -0.1 0.0 -0.1646
C -2.541910 -1.292317 1.239096 0.0 0.0 -0.1 0.0088
C -2.009971 -0.570116 -1.081184 0.0 0.0 0.0 -0.3750
C -1.446623 -1.936269 -1.483552 0.0 0.0 0.0 -0.0604
C -3.452705 -0.423551 -1.573922 0.0 0.0 0.0 -0.0424
C -1.209202 2.043249 0.118805 0.0 0.0 0.0 -0.2014
C -2.404850 2.709363 -0.158843 0.0 0.0 0.0 -0.0339
C -2.439761 3.838632 -0.956540 0.0 0.0 0.0 -0.0552
C -1.261360 4.328211 -1.499889 0.0 0.0 0.0 -0.0636
C -0.066206 3.687986 -1.223862 0.0 0.0 0.0 -0.0836
C -0.016090 2.551904 -0.411148 0.0 0.0 0.0 -0.2677
P 1.525789 1.634548 -0.054201 0.0 0.1 -0.1 1.0230
C 2.181181 1.044007 -1.721988 0.0 0.0 0.0 -0.6442
C 2.813229 2.129700 -2.597719 0.0 0.0 0.0 -0.0790
C 3.197773 -0.085998 -1.507941 0.0 -0.1 -0.1 -0.0918
C 1.001362 0.443769 -2.486849 0.0 0.0 0.0 -0.0933
C 2.765903 2.824292 0.705970 0.0 0.0 0.1 -0.6453
C 2.386568 2.992688 2.180297 0.0 0.0 0.0 -0.1008
C 2.808206 4.218653 0.074678 0.0 0.0 0.0 -0.0851
C 4.169977 2.201533 0.661610 0.0 0.1 0.0 -0.0849
H -5.228988 -2.230852 4.598419 0.0 0.0 0.0 0.0790
H -5.302110 -1.098557 3.240024 0.0 0.0 0.0 0.0813
H -4.423777 -0.664941 4.709584 0.0 0.0 0.0 0.0774
H -3.671172 -2.946643 2.819564 0.0 0.0 0.0 0.1345
H -2.220427 -1.869859 5.285570 0.0 0.0 0.0 0.0787
H -1.593342 -3.112396 4.199767 0.0 0.0 0.0 0.0715
H -3.050057 -3.420458 5.153089 0.0 0.0 0.0 0.0816
H -2.156883 0.182489 4.238918 0.0 0.0 0.0 0.1194
H -0.372786 2.798930 2.351822 0.0 0.0 0.0 0.0946
H -0.769745 1.619803 5.138653 0.0 0.0 0.0 0.0774
H 0.330787 2.905381 4.657775 0.0 0.0 0.0 0.0836
H 0.620563 1.243128 4.116366 0.0 0.0 0.0 0.0735
H -2.857059 2.643454 4.109648 0.0 0.0 0.0 0.0831
H -2.765256 3.410106 2.520341 0.0 0.0 0.0 0.0694
H -1.852300 4.079371 3.877914 0.0 0.0 0.0 0.0842
H -2.962725 -2.188017 0.797443 0.0 0.0 0.0 0.1266
H -1.418053 0.205099 -1.563445 0.0 0.0 0.0 0.0984
H -2.121838 -2.743140 -1.194008 0.0 0.0 0.0 0.0815
H -0.483008 -2.128231 -1.007745 0.0 0.0 0.0 0.0711
H -1.319543 -1.987694 -2.566682 0.0 0.0 0.0 0.0856
H -4.099441 -1.162185 -1.096745 0.0 0.0 0.0 0.0816
H -3.498267 -0.581842 -2.653085 0.0 0.0 0.0 0.0843
H -3.854576 0.567565 -1.359326 0.0 0.0 0.0 0.0688
H -3.322943 2.319484 0.265786 0.0 0.0 0.0 0.1272
H -3.382311 4.332379 -1.155098 0.0 0.0 0.0 0.1092
H -1.270990 5.204149 -2.135236 0.0 0.0 0.0 0.1074
H 0.841778 4.081613 -1.653987 0.0 0.0 0.0 0.0818
H 3.725786 2.538738 -2.169270 0.0 0.0 0.0 0.0642
H 2.126935 2.948059 -2.814230 0.0 0.0 0.0 0.0670
H 3.079727 1.675960 -3.556113 0.0 0.0 0.0 0.0912
H 4.088701 0.234986 -0.974532 0.0 0.0 0.0 0.0659
H 3.502974 -0.450809 -2.492951 0.0 0.0 0.0 0.0910
H 2.759427 -0.911399 -0.949280 0.0 0.1 0.0 0.0647
H 0.253048 1.192418 -2.752560 0.0 0.0 0.0 0.0840
H 0.530648 -0.344916 -1.904821 0.0 0.0 0.0 0.0459
H 1.377331 -0.003452 -3.410696 0.0 0.0 0.0 0.0971
H 1.431914 3.506880 2.292417 0.0 0.0 0.0 0.0680
H 3.147763 3.610504 2.664299 0.0 0.0 0.0 0.0933
H 2.345048 2.030140 2.688109 0.0 0.0 0.0 0.0643
H 1.877990 4.764278 0.231554 0.0 0.0 0.0 0.0760
H 3.037153 4.206353 -0.989392 0.0 0.0 0.0 0.0624
H 3.603352 4.780150 0.572526 0.0 0.0 0.0 0.0919
H 4.162525 1.185004 1.052274 0.0 0.0 0.0 0.0647
H 4.822915 2.811682 1.291560 0.0 0.0 0.0 0.0907
H 4.593033 2.206039 -0.341827 0.0 0.0 0.0 0.0656
C 3.189227 -1.770684 1.859137 0.0 0.1 0.0 -0.2403
O 2.788312 -0.514890 1.363211 -0.1 0.0 0.2 -0.5246
H 4.281378 -1.735898 1.940142 0.0 0.0 0.0 0.0776
H 2.923566 -2.595746 1.188046 0.0 0.0 0.0 0.0686
H 2.774997 -1.991213 2.845532 0.0 0.0 0.0 0.0611
O 0.048906 -4.182081 1.926851 0.1 0.0 0.0 0.0460
C 0.207704 -3.004896 1.994068 -0.2 0.0 0.1 -0.5396
N 0.306504 -1.829563 2.129313 0.1 0.1 0.1 -0.0457
```
Positions in Å, forces in eV/Å.

Net charge: 0
LUMO in eV: 0.2
HOMO in eV: -8.08
Electronic energy in Eh: -1876.001079
Relative energy (zero: lowest compared OMol25 entry of this formula, charge and spin) in kcal per mole: 0.1
HOMO-LUMO gap in eV: 8.25
Strongest force on any atom in eV/Å: 0.4


# 2
Molecular formula: C31H49AuNO4P2
Method: DFT, ωB97M-V/def2-TZVPD

```
88
Properties=species:S:1:pos:R:3:forces:R:3:lowdin_charge:R:1
Au 0.064246 0.002046 -0.050555 2.2 -0.2 -1.1 0.8216
C -1.669746 1.575015 0.112374 -1.0 -0.8 0.5 -0.2651
C -2.064468 0.630366 -0.943302 -0.9 0.0 1.6 -0.2344
C -1.916078 -0.581870 1.063893 -1.3 0.1 -0.6 -0.2373
C -1.668314 0.835535 1.355795 -0.8 0.6 -0.3 -0.2206
C -2.202284 -0.713270 -0.355544 -0.8 1.0 1.2 -0.2363
C -1.722250 3.083831 -0.022962 0.0 0.4 -0.1 -0.0300
H -1.395163 3.464599 -1.011689 -0.1 -0.5 0.4 0.0858
H -1.118839 3.629996 0.725736 -0.2 -0.5 -0.3 0.0691
H -2.765250 3.452200 0.109545 0.5 -0.4 -0.1 0.1117
C -1.641134 1.425152 2.724982 0.0 0.3 0.7 -0.0123
H -1.445648 2.508958 2.752783 -0.1 -0.4 -0.3 0.0834
H -0.907846 0.957250 3.408658 -0.4 0.2 -0.8 0.0590
H -2.622136 1.289444 3.217666 0.2 -0.1 -0.3 0.1171
C -2.136996 -1.656065 2.098298 0.0 -0.2 0.5 -0.0047
H -3.215302 -1.754150 2.348025 0.4 0.2 -0.3 0.1155
H -1.625537 -1.451139 3.056798 -0.2 0.1 -0.8 0.0632
H -1.803156 -2.667792 1.793618 -0.1 0.6 -0.1 0.0792
C -3.059656 -1.852647 -0.836830 -0.5 -0.7 -0.4 -0.0342
H -4.118550 -1.611263 -0.599002 0.5 0.1 0.0 0.1130
H -2.873724 -2.809165 -0.311591 0.1 0.7 -0.1 0.0756
H -3.071323 -2.103590 -1.915220 0.4 0.5 0.5 0.0884
C -2.853929 1.147496 -2.071976 -0.7 0.4 -1.3 -0.0245
H -3.803519 1.561683 -1.663573 0.5 -0.2 0.1 0.1219
H -3.190801 0.399329 -2.803467 0.5 0.1 0.2 0.0828
H -2.407707 2.000628 -2.619668 0.0 -0.6 0.3 0.0915
C 1.552862 0.400717 -3.429923 -0.3 0.9 0.2 -0.1407
C 0.533498 1.271672 -3.581989 0.9 0.0 0.4 -0.1403
C -0.047271 1.620749 -4.915623 0.2 0.8 -0.2 -0.1810
C -0.917069 0.469929 -5.468271 -0.3 -0.1 -0.5 -0.1721
C -0.961908 -0.743257 -4.574357 -0.2 -1.3 -0.8 -0.1255
C 0.074300 -1.595127 -4.490267 -1.0 -0.6 -0.8 -0.1245
C 1.368358 -1.376637 -5.213873 0.1 -0.4 -0.5 -0.1772
C 2.236735 -0.268383 -4.582834 0.8 0.2 -0.1 -0.1800
H 0.757887 1.856255 -5.626692 -0.2 -0.1 0.1 0.1127
H -0.501405 0.175748 -6.444787 0.0 -0.1 0.3 0.1098
H -0.632763 2.556960 -4.836318 0.2 -0.5 0.0 0.1101
H 2.508718 0.472970 -5.345783 -0.1 -0.1 0.1 0.1123
H 1.952761 0.045380 -2.475844 -0.5 0.6 0.1 0.0640
H 0.001512 1.776357 -2.768594 0.5 -0.5 0.3 0.0745
H 3.200514 -0.687791 -4.240580 -0.5 0.1 -0.1 0.1102
H 1.919986 -2.326201 -5.312038 -0.1 0.4 0.3 0.1123
H -0.070485 -2.605451 -4.090787 -0.1 0.5 0.4 0.1017
H 1.164451 -1.103304 -6.259559 -0.1 0.1 0.2 0.1110
H -1.926133 0.815447 -5.744390 0.2 -0.1 0.5 0.1114
H -1.945710 -1.076525 -4.213924 0.5 0.2 0.1 0.0921
P 1.681311 1.710398 0.574157 1.6 1.6 0.6 0.8187
C 1.386376 2.584987 2.183240 -0.3 -0.2 0.5 -0.2228
H 2.265122 3.207581 2.411497 -0.2 -0.3 -0.3 0.0626
H 1.243490 1.916404 3.042833 0.0 0.1 -0.4 0.0442
H 0.525974 3.265770 2.129709 0.2 -0.3 -0.1 0.0320
C 3.434689 1.232252 0.841236 0.4 -0.3 0.0 -0.2439
H 3.989319 2.090460 1.261423 -0.4 -0.2 -0.2 0.0602
H 3.928901 0.950905 -0.098288 -0.3 0.1 0.1 0.0466
H 3.531990 0.393043 1.547529 -0.3 0.3 -0.3 0.0288
C 1.953811 3.261936 -0.379575 0.1 0.4 -0.5 -0.2586
H 2.455278 3.078082 -1.338194 -0.2 -0.1 0.1 0.0462
H 2.615562 3.936530 0.198165 -0.3 -0.4 -0.1 0.0591
H 1.022433 3.814243 -0.574663 0.2 -0.3 0.0 0.0314
P 0.948041 -2.228024 -0.245351 1.0 -2.6 1.3 0.8440
C -0.196476 -3.636877 -0.629279 -0.5 -0.4 -1.1 -0.2619
H 0.404162 -4.480719 -1.014084 -0.2 0.4 0.1 0.0648
H -0.992620 -3.435855 -1.347110 0.3 0.1 -0.2 0.0138
H -0.717518 -4.006245 0.277705 0.6 0.5 -0.3 0.0481
C 2.620989 -2.608026 -0.918791 0.4 -0.4 -1.1 -0.2537
H 2.606053 -2.807387 -1.996845 0.0 0.4 0.0 0.0375
H 3.035373 -3.531127 -0.468961 -0.5 0.5 -0.1 0.0585
H 3.351865 -1.807867 -0.714498 -0.5 -0.1 0.0 0.0503
C 1.382845 -3.166180 1.301093 0.2 0.4 1.1 -0.2733
H 1.601717 -4.219279 1.055819 -0.3 0.5 -0.3 0.0649
H 0.564946 -3.174378 2.029863 0.1 0.2 -0.1 0.0465
H 2.277478 -2.763824 1.782729 -0.3 0.1 -0.1 0.0401
O 2.477719 -0.895437 2.802225 -0.2 0.1 0.3 -0.0408
C 1.288166 -0.648967 3.060669 2.1 -0.5 1.1 -0.6464
O 0.429282 -0.403255 2.195505 -1.2 -0.1 1.3 -0.2180
C 0.965224 -0.621229 4.582374 0.2 0.2 1.2 -0.0648
C -0.289845 -0.549209 5.227824 -0.1 0.0 -0.5 -0.0360
C -0.439554 -0.459542 6.607501 0.4 0.0 0.5 0.0137
C 0.685915 -0.440970 7.437144 0.3 -0.2 -2.1 -0.1505
C 1.961433 -0.527561 6.841284 -0.7 0.1 0.6 0.0250
C 2.085493 -0.618512 5.463899 -0.2 0.0 -0.4 0.0018
N 0.533023 -0.322451 8.851500 -0.4 0.4 4.6 -0.2899
O -0.634302 -0.239900 9.349223 2.9 -0.3 -1.8 0.0508
O 1.566742 -0.291612 9.588410 -2.5 -0.1 -2.4 0.0588
H -1.250515 -0.545135 4.712075 0.5 -0.1 -0.2 0.0857
H -1.434813 -0.394597 7.035403 0.2 0.0 0.0 0.1225
H 2.843373 -0.512602 7.471126 -0.1 0.0 0.0 0.1223
H 3.101415 -0.669814 5.069422 -0.5 0.0 -0.2 0.1218
```
Positions in Å, forces in eV/Å.

Expectation value of S²: 2.010
Net charge: +1
LUMO (spin up / spin down) in eV: -2.8 / -5.1
2S+1: 3
HOMO (spin up / spin down) in eV: -10.23 / -11.36
Electronic energy in Eh: -2384.267515
Relative energy (zero: lowest compared OMol25 entry of this formula, charge and spin) in kcal per mole: 61.3
HOMO-LUMO gap (spin up / spin down) in eV: 7.40 / 6.26
Strongest force on any atom in eV/Å: 4.6


> The lowest strongest force on any atom belongs to which entry?

C31H48NO2PPt


> The lowest relative energy (zero: lowest compared OMol25 entry of this formula, charge and spin) belongs to which entry?

C31H48NO2PPt


> net charge of number 2 (C31H49AuNO4P2)?

+1


> Which of these has the highest electronic energy?

C31H48NO2PPt